Density functional theory data (ωB97M-V/def2-TZVPD) for C3H7N5O3 as an isolated structure at a distorted geometry.

Computed properties:
- electronic energy (eV) = -16792.12958
- multiplicity = 3
- charge = +2
- expectation value of S² = 2.009
- gap between HOMO and LUMO (spin up / spin down) (eV) = 7.98 / 6.50
- E_LUMO (spin up / spin down) (Ha) = -0.2782 / -0.4765

Last column: natural (NBO) charge in e.
Geometry (Å):
O 4.7414 -0.5583 -0.0121  -0.27
O 3.0134 1.0195 -0.0878  -0.20
O 2.4260 -0.8719 0.3619  -0.22
N 1.8398 0.3949 0.2697  0.38
N -2.2109 0.4625 0.7261  -0.73
N -2.3176 -1.5588 -0.3079  -0.76
N 0.0818 1.7690 -0.2646  -0.66
N -0.2960 -0.5514 -0.1056  -0.57
C 3.6709 -0.1978 0.1382  0.94
C -1.6195 -0.5802 0.1625  0.66
C 0.5670 0.5496 -0.1486  0.30
H 0.9095 2.3627 -0.4572  0.44
H -3.3724 -1.5983 -0.2440  0.46
H -3.0441 0.1854 1.0904  0.43
H 0.0738 -1.4751 -0.3308  0.45
H -0.6627 1.8227 -0.9092  0.44
H -2.1703 -2.3743 -0.9901  0.48
H -1.6299 1.1997 1.1092  0.44

Forces on atoms 1 to 3 (eV/Å):
O 0.5 -0.1 0.4
O -0.9 0.8 -0.5
O -1.1 1.7 0.3